#one
C6H11NS as an isolated structure. Source: the OMol25 dataset; level of theory: ωB97M-V/def2-TZVPD.

## Properties
HOMO: -8.6 eV
LUMO energy: 0.7 eV

Last column: Mulliken charge in e.
Element x y z (Å)
C -0.22725 -0.34090 -2.41538  -0.888
C 0.52838 -0.33464 -1.10518  -0.109
C 0.05671 0.70937 0.08415  -0.032
C -1.32395 0.79711 0.49279  -0.835
C 0.27924 -1.23100 0.16733  -0.018
C 0.75191 -0.05307 1.03860  -0.648
H -1.33464 -0.89372 -2.23280  0.227
H 0.37256 -0.89508 -3.46978  0.272
H -0.54738 0.98651 -2.51708  0.183
H 1.67479 -0.07880 -1.01414  0.223
H 0.59731 1.74267 -0.35449  0.208
H -1.90795 1.58737 -0.16479  0.326
H -1.33505 1.30471 1.46070  0.483
H 0.70557 -2.23443 0.29451  0.460
H 1.72669 0.04448 0.71032  0.587
H 1.38532 0.14653 3.24314  0.268
H -0.27531 -0.44371 2.91104  0.269
N 0.45555 0.17873 2.40846  -0.669
S -1.58250 -0.99213 0.46260  -0.307

#two
A 2-piece molecular cluster, C6H11NS overall. Source: the OMol25 dataset; level of theory: ωB97M-V/def2-TZVPD.

## Properties
HOMO (alpha / beta): -7.2 / -7.2 eV
LUMO energy (alpha / beta): -0.7 / -0.7 eV

Last column: Mulliken charge in e.
Element x y z (Å)
C 1.15677 1.52294 1.03290  -0.901
C -1.75554 -1.95326 0.74902  -0.110
C 0.14752 0.66292 1.13567  -0.350
C 1.41492 -1.32996 0.11134  -1.391
C -0.64940 1.62777 -1.98127  -0.779
C 0.17705 -0.74651 0.72337  0.927
N -0.65988 -1.58502 1.19203  -0.332
S -1.30477 -0.06956 -1.70599  -0.356
H 0.88426 2.50718 1.31411  0.286
H 2.13747 1.29426 0.75651  0.276
H -2.40541 -2.63679 1.23885  0.273
H -2.27140 -1.40469 -0.08149  0.107
H -0.53684 0.86473 1.90017  0.426
H 1.20573 -1.39485 -0.93998  0.266
H 1.66679 -2.33863 0.32174  0.447
H 2.27356 -0.83622 0.34710  0.418
H -1.35419 2.25570 -1.56610  0.243
H -0.46058 1.83050 -2.99238  0.377
H 0.33397 1.72951 -1.55560  0.172

Name the most stable of them. #two.

#one
One molecule with the formula C6H11NS. Source: the OMol25 dataset; level of theory: ωB97M-V/def2-TZVPD.

## Properties
HOMO (alpha / beta): -8.8 / -8.2 eV
LUMO energy (alpha / beta): -0.4 / -0.2 eV

Last column: Mulliken charge in e.
Element x y z (Å)
C 2.19155 -0.36317 -0.23457  -1.044
C 0.87364 -0.55556 0.10436  0.446
C 0.43637 1.95745 0.01638  -1.424
C -0.14490 0.55672 -0.04029  1.674
C 0.44639 -1.84863 0.54815  -1.533
C -0.90505 0.34469 -1.32742  -1.697
N -1.06269 0.42534 1.03952  -0.358
S -2.63100 0.64365 0.92445  -0.098
H 2.94143 -1.17078 -0.35679  0.310
H 2.54447 0.65143 -0.48214  0.294
H 0.89994 2.31267 0.94797  0.391
H -0.33241 2.64849 -0.29139  0.360
H 0.73682 -2.07752 1.54414  0.331
H -0.59851 -1.79160 0.60497  0.382
H 0.70670 -2.60520 -0.14377  0.414
H -1.63228 -0.37401 -1.27151  0.586
H -0.18810 0.14929 -2.15684  0.307
H -1.39686 1.29378 -1.53081  0.492
H -2.88552 -0.19704 2.10560  0.166

#two
C6H11NS as an isolated structure. Source: the OMol25 dataset; level of theory: ωB97M-V/def2-TZVPD.

## Properties
HOMO (alpha / beta): -6.5 / -6.4 eV
LUMO energy (alpha / beta): -0.8 / -0.7 eV

Last column: Mulliken charge in e.
Element x y z (Å)
C 1.07876 -0.19361 -0.52670  -0.883
C -0.30423 -0.26921 -0.41223  0.701
C -1.08090 -0.04542 -1.50475  -0.428
C -0.86747 -0.79749 0.94284  -0.196
C -2.48791 -0.69505 -1.72966  -1.050
C 2.15118 1.47446 1.54857  -0.923
N -0.04508 -0.45461 1.91786  -0.610
S 1.99260 -0.23504 0.95119  -0.020
H 1.59433 0.27534 -1.27692  0.422
H -0.56382 0.59196 -2.25621  0.245
H -1.82539 -0.29995 1.08232  0.447
H -0.78291 -1.94997 0.96842  0.217
H -3.18478 0.01426 -2.03973  0.340
H -2.98529 -1.15541 -0.76705  0.236
H -2.50584 -1.50391 -2.45334  0.288
H 2.57108 2.08814 0.89204  0.419
H 1.16075 1.79531 1.98021  0.284
H 2.87700 1.61481 2.41944  0.316
H 3.20793 -0.25463 0.26370  0.195

#three
C6H11NS as an isolated structure. Source: the OMol25 dataset; level of theory: ωB97M-V/def2-TZVPD.

## Properties
HOMO: -8.1 eV
LUMO energy: 0.8 eV

Last column: Mulliken charge in e.
Element x y z (Å)
C -1.37302 1.02667 -1.04058  -0.939
C -1.04133 0.10585 -0.04070  -0.041
C 0.26603 0.18794 0.71072  -0.328
C 0.99907 -0.21757 2.07329  -0.701
C 1.20129 -1.69959 -0.31855  -0.542
C -0.15375 -1.15939 0.08574  -0.210
H -0.29223 1.82735 -2.56254  0.241
H -0.25398 2.78784 -1.18438  0.244
H -2.08531 1.70889 -0.64557  0.442
H -1.99332 0.47322 -1.81131  0.311
H -1.91730 -0.17245 0.43609  0.418
H 1.06768 0.83120 0.38806  0.347
H 1.48231 0.45058 2.88219  0.339
H 0.32135 -0.80002 2.58602  0.342
H 1.44954 -1.42197 -1.48104  0.255
H 1.15882 -2.85437 -0.33943  0.350
H -0.88893 -1.68288 0.77028  0.241
N -0.22177 1.71186 -1.58037  -0.595
S 2.27484 -1.10314 1.07207  -0.175

Name the most stable of them. #one.

#one
C6H7ClO as an isolated structure. Source: the OMol25 dataset; level of theory: ωB97M-V/def2-TZVPD.

## Properties
HOMO: -9.3 eV
LUMO energy: 0.8 eV

Last column: Mulliken charge in e.
Element x y z (Å)
C -1.02119 -0.35853 -0.05078  -0.105
C 0.29840 -0.68244 -0.82770  -0.463
C 1.02633 -0.62749 0.53161  -0.452
C 0.00894 0.52777 0.75375  0.159
C 0.40042 1.50009 -0.32124  -0.512
C 0.60056 0.70894 -1.36451  -0.539
H -2.16955 -1.12455 1.30912  0.364
H -1.79132 0.22100 -0.56357  0.398
H 0.33202 -1.54050 -1.49672  0.515
H 2.11009 -0.32050 0.55753  0.279
H 0.83843 -1.52158 1.15529  0.300
H 0.40985 2.56156 -0.23763  0.472
H 0.86426 0.96442 -2.42545  0.355
O -1.52567 -1.44488 0.62453  -0.542
Cl -0.38158 1.13670 2.35578  -0.230

#two
C6H7ClO as an isolated structure. Source: the OMol25 dataset; level of theory: ωB97M-V/def2-TZVPD.

## Properties
HOMO: -10.2 eV
LUMO energy: 0.6 eV

Last column: Mulliken charge in e.
Element x y z (Å)
C -0.86131 1.19483 -0.95247  -1.516
C -0.96754 0.27028 0.17102  0.174
C -0.27592 -1.53468 0.76585  -0.514
C 0.31062 -0.11671 0.83056  1.171
C 1.45191 0.01995 -0.00424  -1.172
C 2.36098 -0.15563 -0.79270  0.044
H -0.12634 0.95195 -1.74766  0.343
H -1.79055 1.22285 -1.55951  0.367
H -0.71703 2.14718 -0.57847  0.386
H -1.59222 0.65696 1.02370  0.377
H -0.67773 -2.02628 1.65767  0.265
H 0.28280 -2.19464 0.11736  0.291
H 3.34167 -0.14872 -1.18951  0.456
O -1.18134 -1.05407 -0.22149  -0.447
Cl 0.44201 0.76674 2.47989  -0.226

Name the most stable of them. #one.

#one
A 2-piece molecular cluster, C2H6NO2P overall. Source: the OMol25 dataset; level of theory: ωB97M-V/def2-TZVPD.

## Properties
HOMO (alpha / beta): -8.7 / -9.5 eV
LUMO energy (alpha / beta): -1.1 / -1.9 eV

Last column: Mulliken charge in e.
Element x y z (Å)
C -0.52791 1.24643 0.15237  -0.930
C 0.12629 -0.05144 0.05079  0.051
N 1.57092 -0.15148 0.10611  0.944
O 1.96990 -1.31311 0.01027  -0.599
O 2.30893 0.80150 0.16303  -0.602
P -0.47244 -1.64258 0.04915  -0.013
H -0.04869 2.01604 -0.39983  0.312
H -1.50781 1.03016 -0.20926  0.396
H -0.39693 1.41697 1.23065  0.299
H -0.72083 -0.00797 -2.41872  0.047
H -0.51072 -1.97984 1.45528  0.078
H -1.79070 -1.36468 -0.18984  0.019

#two
One molecule with the formula C2H6NO2P. Source: the OMol25 dataset; level of theory: ωB97M-V/def2-TZVPD.

## Properties
SMILES: C=C[NH2+]P([O-])O
HOMO: -8.9 eV
LUMO energy: 0.8 eV

Last column: Mulliken charge in e.
Element x y z (Å)
C 1.03751 -0.71152 -0.14566  -0.711
C 0.51546 0.39688 0.33541  0.062
N -0.52004 1.07644 -0.43803  -0.546
P -2.44170 0.03666 -0.40326  0.298
O -3.12136 0.45041 0.81899  -0.518
O -1.50554 -1.26626 -0.06313  -0.372
H 0.77686 -1.12032 -1.10311  0.198
H 1.85844 -1.29142 0.29931  0.257
H 0.92832 0.82128 1.24814  0.282
H -0.57066 0.84052 -1.45576  0.409
H -0.74240 1.95600 0.05385  0.323
H -1.76808 -1.41734 0.84601  0.318

Name the most stable of them. #two.

#one
A 2-piece molecular cluster, C5H9N2 overall. Source: the OMol25 dataset; level of theory: ωB97M-V/def2-TZVPD.

## Properties
⟨S²⟩: 2.006
HOMO (alpha / beta): -9.4 / -14.6 eV
LUMO energy (alpha / beta): -5.5 / -9.3 eV
multiplicity: 3
total charge: +1

Last column: Mulliken charge in e.
Element x y z (Å)
C 1.78144 -0.46054 0.84805  -0.404
C 1.86917 -0.72413 -0.59490  -0.571
C 1.99994 0.73098 -0.03659  0.131
C -2.53727 0.36634 -0.41928  -0.008
C -2.94589 -0.61647 0.41172  -0.233
N -0.02687 2.02243 -0.51212  -0.756
N 0.93305 1.54300 -0.26222  0.467
H 0.87260 -0.60215 1.41630  0.215
H 2.74426 -0.58434 1.49750  0.245
H 2.71366 -1.34001 -1.14646  0.241
H 0.97362 -0.82829 -1.09932  0.224
H 2.97625 1.26384 0.10303  0.352
H -3.42532 0.66966 -1.07145  0.253
H -1.49711 0.78549 -0.49259  0.235
H -2.40152 -1.23579 1.06004  0.355
H -4.03003 -0.99001 0.29830  0.255

#two
An isolated ion of composition C5H9N2 and charge +1. Source: the OMol25 dataset; level of theory: ωB97M-V/def2-TZVPD.

## Properties
⟨S²⟩: 2.042
HOMO (alpha / beta): -12.6 / -13.9 eV
LUMO energy (alpha / beta): -4.7 / -6.2 eV
multiplicity: 3
total charge: +1

Last column: Mulliken charge in e.
Element x y z (Å)
C -0.49894 1.14790 -0.09754  -0.530
C -1.15929 -0.09609 0.08763  1.000
C 1.61859 0.15422 0.16981  0.421
C -2.64995 -0.06921 0.15592  -1.187
C 2.82919 -0.58817 -0.12103  -0.864
N 0.82378 1.13038 -0.08124  -0.079
N -0.54037 -1.20086 0.15560  -0.579
H -1.05665 2.05754 -0.34871  0.419
H -3.06925 0.11396 -0.88476  0.297
H -3.19838 -0.98108 0.52727  0.342
H -3.02199 0.78919 0.83498  0.303
H 2.73367 -1.11691 -1.14744  0.291
H 3.79216 0.10168 -0.42046  0.330
H 3.07391 -1.27703 0.75416  0.283
H 1.21447 2.00513 -0.09649  0.248
H -0.89094 -2.17065 0.51228  0.305

Name the most stable of them. #two.

#one
A 2-piece molecular cluster, C7H16N overall. Source: the OMol25 dataset; level of theory: ωB97M-V/def2-TZVPD.

## Properties
HOMO: -13.2 eV
LUMO energy: -3.3 eV
total charge: +1

Last column: Mulliken charge in e.
Element x y z (Å)
C 1.45044 -0.57590 -1.28746  -1.100
C 1.23957 -1.65830 -0.26670  0.863
C 1.38286 -1.42877 1.04552  -1.112
C 0.97276 -3.04202 -0.81318  -1.230
H 2.34059 -0.80745 -1.87632  0.395
H 1.57728 0.43286 -0.89014  0.297
H 0.62825 -0.46576 -2.01265  0.315
H 1.37277 -2.27173 1.72954  0.274
H 1.51145 -0.42733 1.44546  0.482
H 0.89775 -3.74978 0.01011  0.349
H 1.81690 -3.36637 -1.42495  0.328
H 0.05751 -2.99190 -1.40280  0.309
C -0.72949 2.30264 -0.69891  -1.183
C -1.41957 1.86502 0.55089  0.677
C -2.24550 2.52109 1.34014  -0.858
N -1.04515 0.45008 0.99800  -0.158
H -1.13220 3.28722 -0.92575  0.388
H 0.33420 2.36296 -0.48257  0.313
H -0.91119 1.63728 -1.53929  0.326
H -2.69654 2.15979 2.25456  0.298
H -2.52691 3.50417 0.98648  0.273
H -0.28649 0.05438 0.43050  -0.104
H -1.84836 -0.16567 0.86156  0.388
H -0.74094 0.37350 1.96796  0.470

#two
An isolated ion of composition C7H16N and charge +1. Source: the OMol25 dataset; level of theory: ωB97M-V/def2-TZVPD.

## Properties
SMILES: CC[C@]1(C)C[C@]1(C)[NH3+]
HOMO: -14.3 eV
LUMO energy: -3.4 eV
total charge: +1

Last column: Mulliken charge in e.
Element x y z (Å)
C -2.79334 0.41338 -0.22655  -1.316
C -1.31584 0.64816 -0.60232  -0.389
C -0.32926 -0.30628 0.16744  1.220
C -0.55097 -1.87214 0.02467  -1.440
C 0.43187 0.19394 1.39465  -1.426
C 1.16842 0.13617 0.11914  0.633
C 2.39162 -0.70450 -0.06914  -1.690
N 1.56181 1.55510 -0.30631  -0.273
H -2.95492 0.90954 0.64722  0.362
H -3.08677 -0.69066 -0.18087  0.322
H -3.35354 0.95752 -0.98344  0.385
H -1.18404 1.72717 -0.48515  0.293
H -1.27115 0.44858 -1.70427  0.364
H -0.32075 -2.02716 -1.01368  0.399
H -1.67342 -2.03137 0.27236  0.307
H 0.10168 -2.52737 0.65905  0.322
H 0.18914 1.16504 1.81923  0.308
H 0.85364 -0.47159 2.11858  0.330
H 2.20632 -1.72109 -0.32936  0.403
H 3.07694 -0.82509 0.73935  0.438
H 3.08375 -0.12507 -0.74529  0.363
H 2.43792 1.70204 0.26129  0.400
H 0.85596 2.20385 -0.04077  0.367
H 1.82608 1.59196 -1.25442  0.322

Name the most stable of them. #one.

#one
One molecule with the formula C9H11FN2O. Source: the OMol25 dataset; level of theory: ωB97M-V/def2-TZVPD.

## Properties
SMILES: Fc1ncccc1OC[C@@H]1CCN1
HOMO: -8.7 eV
LUMO energy: 0.8 eV

Last column: Mulliken charge in e.
Element x y z (Å)
F -1.70875 1.74858 -0.88875  -0.363
C -0.41069 1.99182 -0.13129  0.368
N 0.22523 2.98644 -0.64927  -0.502
C 1.32459 3.28938 0.09704  -0.467
C 1.50128 2.71324 1.34961  -0.270
C 0.72441 1.64138 1.83221  -0.297
C -0.24487 1.15743 1.10127  0.746
O -1.12192 0.21930 1.49917  -0.379
C -0.90986 -1.18447 1.15717  -0.631
C -1.04413 -1.38630 -0.52717  0.058
C -0.12015 -2.69120 -0.66159  -0.548
C 0.19546 -2.14539 -2.05868  -0.375
N -0.18667 -0.74741 -1.52614  -0.353
H 2.14185 3.96607 -0.29790  0.318
H 2.14456 3.16148 2.03814  0.424
H 1.07275 1.33433 2.92101  0.262
H -1.71627 -2.04294 1.53623  0.253
H 0.20743 -1.56940 1.46784  0.292
H -2.16802 -1.31147 -0.79163  0.245
H 0.65660 -2.55562 0.33716  0.167
H -0.59173 -3.71950 -0.50391  0.291
H -0.53837 -2.60294 -2.79255  0.244
H 1.30623 -2.25862 -2.44757  0.279
H -0.73895 0.00581 -2.06037  0.239

#two
One molecule with the formula C9H11FN2O. Source: the OMol25 dataset; level of theory: ωB97M-V/def2-TZVPD.

## Properties
HOMO (alpha / beta): -8.5 / -8.4 eV
LUMO energy (alpha / beta): -1.2 / -1.1 eV

Last column: Mulliken charge in e.
Element x y z (Å)
C 1.69270 0.93624 0.11150  1.401
C 0.41561 1.42210 -0.41551  0.316
C 2.15310 -0.17705 0.74028  -0.899
C -0.61307 -1.07750 1.03252  -0.495
C -0.91672 0.82546 -0.47294  0.102
C -1.36022 0.16589 0.83961  0.472
C 2.55392 -1.38504 -0.01939  -0.670
C -0.70654 -0.17415 -1.71218  -0.923
C -1.54346 1.01675 2.10289  -1.393
N 2.59056 1.84777 -0.26986  -0.609
N 0.61675 2.57228 -0.93736  -0.456
O 1.87619 2.85376 -0.90213  -0.064
F -0.44648 -1.47043 2.31833  -0.180
H -1.54427 1.62069 -0.73050  0.503
H -2.29589 -0.32684 0.49511  0.319
H 1.85538 -1.55767 -0.88504  0.203
H 2.67521 -2.27430 0.58496  0.261
H 3.51899 -0.94012 -0.37520  0.358
H -0.82449 0.41909 -2.59944  0.408
H -1.43759 -1.12834 -1.77745  0.304
H 0.35703 -0.57408 -1.61306  0.028
H -2.08349 1.97753 1.87571  0.363
H -0.55901 1.32354 2.45327  0.328
H -2.15310 0.42669 2.96058  0.324

Name the most stable of them. #one.